# 1
Molecular formula: C3H4N2S
Method: DFT, ωB97M-V/def2-TZVPD

Each line ends with the Löwdin charge.
Cartesian coordinates (Å):
C 0.292 0.441 -1.934  -0.034
C 0.489 -0.523 1.050  -0.257
C -0.843 -0.031 1.406  -0.658
H 1.130 1.134 -1.757  0.081
H -0.399 0.581 -2.788  0.075
H 1.204 -0.735 1.842  0.099
H -1.579 0.020 0.567  0.060
N 0.049 -0.548 -1.168  -0.069
N 0.913 -0.741 -0.131  0.007
S -1.255 0.403 2.913  0.695

Summary:
Energy above the lowest of the compared OMol25 structures with the same formula, charge and spin in kJ/mol: 275.4
E_tot in a.u.: -624.32089
SMILES string: C=N/N=C\C=S
Largest force on an atom in eV Å⁻¹: 0.96
HOMO level in eV: -9.063

---

# 2
Molecular formula: C27H30BrN5O4SiW
Method: DFT, ωB97M-V/def2-TZVPD

Each line ends with the Löwdin charge.
Cartesian coordinates (Å):
W 0.184 0.115 -0.286  1.982
C 1.053 0.318 -4.506  0.035
C 1.379 -0.134 -3.129  -0.350
O 0.556 0.244 -2.210  -0.178
C 2.459 -0.923 -2.830  0.034
C 2.632 -1.493 -1.574  -0.238
C 3.739 -2.463 -1.370  0.006
N 1.793 -1.229 -0.545  -0.077
N 2.015 -2.083 0.528  0.136
C 1.331 -1.727 1.534  -0.340
O 0.586 -0.596 1.395  -0.224
C 1.269 -2.460 2.796  -0.158
C 0.088 -2.444 3.538  -0.017
C 0.005 -3.176 4.710  -0.051
C 1.105 -3.901 5.150  -0.043
C 2.286 -3.904 4.416  -0.044
C 2.371 -3.189 3.235  -0.009
H 0.504 1.258 -4.487  0.098
H 0.418 -0.436 -4.980  0.119
H 1.958 0.417 -5.104  0.106
H 3.150 -1.187 -3.616  0.138
H 4.417 -2.446 -2.218  0.097
H 3.322 -3.467 -1.259  0.116
H 4.276 -2.252 -0.447  0.097
H -0.765 -1.876 3.185  0.106
H -0.914 -3.183 5.281  0.115
H 1.044 -4.466 6.070  0.119
H 3.141 -4.465 4.769  0.119
H 3.283 -3.187 2.651  0.120
C -3.360 1.046 -2.008  0.020
C -2.297 2.067 -1.742  -0.256
C -2.430 3.376 -2.187  0.013
C -1.416 4.293 -1.963  0.009
C -0.269 3.907 -1.284  0.015
C -0.209 2.603 -0.849  -0.434
N -1.202 1.721 -1.060  0.024
N 0.829 1.957 -0.162  -0.201
Si 2.457 2.741 0.159  0.466
C 3.070 3.280 -1.508  -0.142
C 2.190 4.081 1.405  -0.167
C 3.479 1.365 0.885  -0.153
H -3.777 1.189 -3.004  0.104
H -4.181 1.158 -1.296  0.106
H -2.975 0.035 -1.950  0.068
H -3.326 3.660 -2.723  0.134
H -1.514 5.308 -2.327  0.133
H 0.546 4.592 -1.096  0.110
H 2.891 4.341 -1.695  0.045
H 2.596 2.711 -2.311  0.032
H 4.149 3.118 -1.569  0.052
H 1.297 4.683 1.220  0.033
H 3.052 4.756 1.407  0.057
H 2.108 3.647 2.404  0.031
H 3.932 0.734 0.116  0.033
H 2.883 0.749 1.560  0.023
H 4.297 1.780 1.481  0.057
Br -0.806 2.359 2.659  0.913
C -2.050 1.058 2.125  -0.682
C -3.249 0.983 2.814  -0.063
C -4.162 0.004 2.471  0.014
C -3.848 -0.883 1.455  0.048
C -2.647 -0.724 0.811  -0.191
N -1.756 0.235 1.111  -0.007
C -2.234 -1.651 -0.285  -0.501
O -2.871 -2.576 -0.663  0.209
O -1.025 -1.302 -0.776  -0.170
H -3.444 1.682 3.614  0.119
H -5.105 -0.070 2.996  0.137
H -4.503 -1.690 1.158  0.146

Summary:
Total charge: +2
Energy above the lowest of the compared OMol25 structures with the same formula, charge and spin in kJ/mol: 40.8
E_tot in a.u.: -4551.86706
Largest force on an atom in eV Å⁻¹: 0.83
HOMO level in eV: -13.991